# 1
87
Properties=species:S:1:pos:R:3:forces:R:3:mulliken_charge:R:1 method="wB97M-V/def2-TZVPD" homo_ha=-0.276 lumo_ev=-0.79 charge=0 orbital_gap_ev=6.72
Bi -0.358 0.131 -0.529 0.025 -0.227 0.125 1.46
C 2.992 -2.364 1.647 -0.027 -0.036 -0.044 -1.06
C 1.638 -2.687 2.272 0.003 0.020 -0.031 -0.56
N 0.548 -2.690 1.312 -0.008 0.099 -0.042 0.76
C 0.407 -3.850 0.463 0.021 0.000 0.005 -0.99
C 1.328 -3.886 -0.766 0.025 0.069 0.000 -1.24
S 1.595 -2.326 -1.679 0.052 -0.053 -0.043 0.31
C 3.382 -2.082 -1.444 -0.062 0.025 -0.003 -1.11
C 3.844 -1.159 -0.300 -0.040 -0.001 -0.004 -0.34
N 2.952 -1.162 0.834 -0.140 0.030 0.009 0.30
H 3.297 -3.194 1.006 0.020 0.011 -0.009 0.40
H 3.744 -2.310 2.444 -0.009 -0.017 0.023 0.47
H 1.414 -1.930 3.028 -0.013 0.014 -0.017 0.11
H 1.724 -3.652 2.795 0.010 0.011 0.041 0.36
H -0.325 -2.494 1.773 -0.093 -0.038 0.090 -0.32
H -0.632 -3.883 0.131 0.001 0.008 -0.013 0.46
H 0.588 -4.791 1.008 -0.023 -0.004 0.004 0.37
H 0.925 -4.604 -1.482 -0.014 -0.015 0.022 0.59
H 2.317 -4.241 -0.488 0.002 -0.040 -0.028 0.63
H 3.746 -1.683 -2.391 0.040 -0.013 0.000 0.57
H 3.808 -3.081 -1.349 0.013 -0.001 -0.008 0.49
H 3.911 -0.143 -0.679 -0.035 0.095 -0.017 -0.06
H 4.871 -1.466 -0.044 0.018 0.034 -0.003 0.40
H 3.040 -0.328 1.397 0.134 -0.010 0.030 0.03
O 3.165 3.312 4.517 0.091 -0.175 -0.165 -0.73
C 2.667 2.181 4.662 -0.251 0.143 0.382 0.39
O 2.945 1.236 5.419 0.084 0.037 -0.176 -0.73
C 1.436 1.913 3.753 0.081 -0.007 -0.071 -0.70
C 0.646 0.786 3.930 0.050 -0.073 -0.059 -0.72
C -0.380 0.525 3.030 -0.019 -0.032 0.050 1.43
N -0.587 1.304 1.968 -0.096 0.137 0.061 -0.17
C 0.139 2.408 1.818 -0.063 0.053 0.047 0.43
C 1.138 2.773 2.706 -0.084 0.012 0.119 -0.94
C -0.198 3.190 0.601 -0.037 0.031 -0.022 0.48
C 0.119 4.536 0.472 -0.072 0.009 0.079 -0.65
C -0.260 5.214 -0.672 0.007 0.016 -0.039 -0.80
C -0.970 4.542 -1.656 0.001 0.029 0.029 -1.12
C -1.225 3.198 -1.474 -0.030 -0.058 0.108 -0.48
N -0.831 2.533 -0.383 0.101 0.050 -0.175 0.41
C -1.321 -0.628 3.157 0.004 -0.029 -0.044 -0.39
C -1.419 -1.384 4.321 -0.007 0.008 0.026 -0.80
C -2.332 -2.425 4.361 -0.009 -0.017 -0.013 -0.70
C -3.123 -2.678 3.251 0.021 -0.009 0.034 -0.89
C -2.956 -1.876 2.131 0.059 0.037 -0.085 -0.02
N -2.072 -0.883 2.081 0.046 -0.041 -0.021 0.52
H 0.905 0.127 4.749 -0.032 0.024 0.016 0.49
H 1.744 3.665 2.609 0.003 0.003 -0.018 0.46
H 0.639 5.044 1.271 -0.004 -0.014 0.013 0.52
H -0.013 6.261 -0.790 -0.021 -0.011 0.012 0.45
H -1.311 5.040 -2.553 0.005 -0.012 0.002 0.48
H -1.760 2.623 -2.217 0.038 -0.047 -0.056 0.69
H -0.807 -1.157 5.183 0.006 0.013 -0.008 0.46
H -2.428 -3.027 5.256 -0.003 0.003 -0.003 0.45
H -3.854 -3.476 3.249 0.007 0.010 -0.001 0.46
H -3.546 -2.027 1.230 0.021 0.013 0.008 0.25
S 1.076 1.717 -4.791 0.011 0.004 0.015 -0.32
C -0.468 1.011 -4.978 0.003 -0.001 -0.006 -0.66
C -0.944 0.509 -3.804 0.017 -0.014 -0.021 -0.93
C -0.040 0.682 -2.714 -0.170 -0.040 0.054 0.13
C 1.094 1.336 -3.106 0.109 0.080 -0.054 0.32
C 2.156 1.816 -2.213 -0.055 -0.017 -0.016 0.61
C 3.317 2.439 -2.672 -0.010 -0.026 0.008 -0.94
C 4.222 2.935 -1.752 -0.004 0.004 0.030 -1.02
C 3.955 2.798 -0.396 0.026 0.013 -0.059 -1.01
C 2.794 2.145 -0.027 0.100 -0.129 0.038 -1.25
N 1.914 1.661 -0.905 0.158 0.049 -0.007 1.36
H -0.942 1.003 -5.947 0.002 -0.004 0.024 0.50
H -1.919 0.046 -3.713 0.029 0.003 0.007 0.47
H 3.500 2.537 -3.734 -0.012 -0.005 0.003 0.52
H 5.125 3.427 -2.088 -0.001 -0.004 0.001 0.43
H 4.627 3.179 0.360 -0.009 -0.007 0.015 0.61
H 2.553 2.006 1.022 0.116 -0.036 -0.169 0.59
C -1.751 -2.468 -2.373 0.005 0.037 0.007 -0.90
C -2.776 -1.543 -1.800 0.030 0.060 0.031 0.28
C -4.140 -1.667 -1.858 -0.034 0.003 0.053 -1.11
C -4.690 -0.583 -1.124 -0.025 -0.055 -0.011 -1.14
C -3.643 0.164 -0.644 0.046 -0.053 -0.104 -0.06
C -3.730 1.406 0.184 -0.010 -0.031 -0.048 -1.26
N -2.456 -0.410 -1.068 -0.225 0.109 -0.009 2.15
H -2.249 -3.355 -2.762 0.008 0.002 -0.012 0.46
H -1.042 -2.807 -1.614 -0.011 -0.018 0.021 -0.34
H -1.164 -2.030 -3.184 -0.002 0.005 0.016 0.18
H -4.675 -2.461 -2.357 0.011 0.014 0.004 0.55
H -5.736 -0.369 -0.961 0.025 0.000 0.005 0.50
H -4.706 1.436 0.670 0.015 0.007 -0.002 0.45
H -3.642 2.315 -0.418 0.011 -0.007 0.015 0.22
H -2.965 1.433 0.958 0.049 -0.011 0.051 0.09



# 2
74
Properties=species:S:1:pos:R:3:forces:R:3:mulliken_charge:R:1 method="wB97M-V/def2-TZVPD" homo_ha="-0.201 / -0.201" spin_multiplicity=2 lumo_ev="-0.12 / -0.13" charge=-1 orbital_gap_ev="5.34 / 5.33"
Co 0.697 -1.189 -0.023 -1.658 1.225 -0.963 0.61
C -4.363 4.742 -1.265 -0.004 0.031 0.057 -1.73
C -3.421 3.994 -0.373 0.129 0.006 -0.034 1.17
C -2.050 4.014 -0.606 -0.138 0.005 0.103 -0.92
C -1.184 3.334 0.234 0.139 0.112 0.072 -0.15
C -1.687 2.630 1.310 0.471 -0.121 0.253 -0.43
C -3.045 2.607 1.566 -0.168 0.050 0.049 -0.44
C -3.907 3.288 0.724 0.158 -0.083 0.068 -0.82
S -0.564 1.702 2.353 -0.699 -0.869 -0.538 1.69
O -0.873 1.989 3.735 0.009 0.152 0.027 -0.89
O 0.768 1.990 1.891 0.074 0.241 0.013 -0.72
N -0.935 0.190 1.874 0.087 1.352 0.114 0.22
C -1.226 -0.827 2.658 -0.212 -0.133 0.391 -0.29
C -1.507 -0.802 4.043 0.023 -0.171 0.271 -0.70
C -1.732 -1.964 4.729 0.116 -0.117 -0.308 -0.49
C -1.651 -3.194 4.059 0.008 0.080 0.224 -0.76
C -1.401 -3.201 2.716 -0.092 -0.160 0.180 0.02
N -1.235 -2.054 2.031 -0.150 0.190 0.839 0.54
H -3.894 4.980 -2.216 -0.032 0.026 -0.076 0.35
H -4.660 5.675 -0.783 -0.054 0.084 -0.048 0.38
H -5.264 4.162 -1.449 -0.065 -0.018 -0.076 0.39
H -1.662 4.564 -1.451 0.044 0.034 -0.086 0.33
H -0.115 3.347 0.084 0.093 0.019 -0.094 0.55
H -3.406 2.068 2.427 -0.149 -0.109 0.085 0.50
H -4.970 3.273 0.912 -0.118 -0.035 0.044 0.40
H -1.492 0.160 4.524 -0.134 -0.006 0.082 0.59
H -1.955 -1.932 5.785 0.005 0.006 0.101 0.43
H -1.773 -4.123 4.590 -0.038 -0.132 -0.033 0.41
H -1.329 -4.114 2.147 -0.010 0.121 -0.157 0.43
O 7.455 -0.665 -1.781 -0.396 -0.017 1.258 -0.65
N 7.212 -0.730 -0.568 3.115 -0.114 -0.730 1.01
O 8.121 -0.858 0.265 -0.788 0.110 -0.768 -0.65
C 5.897 -0.656 -0.090 -2.015 0.006 2.454 -0.73
C 5.734 -0.663 1.299 1.287 -0.029 -2.031 -0.31
C 4.480 -0.660 1.895 -1.793 0.026 0.239 0.91
C 4.293 -0.723 3.298 0.056 0.044 -0.467 -0.96
C 3.023 -0.732 3.797 -0.058 -0.066 0.030 -1.37
C 1.935 -0.708 2.909 0.548 0.029 -0.286 0.46
N 2.075 -0.669 1.600 -0.285 0.255 0.245 0.56
C 3.311 -0.629 1.082 0.795 -0.222 0.940 -0.29
C 3.457 -0.594 -0.340 0.455 0.014 -0.526 -0.03
N 2.319 -0.549 -1.055 0.441 -0.183 -0.799 0.56
C 2.397 -0.518 -2.389 -0.400 0.092 0.975 -0.13
C 3.601 -0.593 -3.062 0.810 0.066 0.090 -1.19
C 4.783 -0.651 -2.347 -0.519 0.033 -0.405 -0.37
C 4.744 -0.621 -0.943 -0.345 -0.020 -0.257 0.76
H 6.621 -0.691 1.912 0.046 -0.013 0.035 0.59
H 5.156 -0.779 3.940 0.138 0.051 0.140 0.46
H 2.828 -0.772 4.858 0.039 -0.009 0.055 0.51
H 0.936 -0.728 3.308 -0.075 -0.011 -0.019 0.12
H 1.467 -0.429 -2.934 -0.143 -0.161 0.050 0.40
H 3.611 -0.602 -4.142 -0.004 0.003 -0.018 0.45
H 5.731 -0.710 -2.854 -0.159 0.010 -0.017 0.60
N -0.380 0.339 -0.955 0.327 0.318 0.430 -0.08
C -1.256 -0.095 -2.024 -0.159 -0.082 -0.232 0.44
C -1.082 -1.363 -2.568 0.107 0.032 0.112 -0.05
C -1.934 -1.808 -3.566 0.309 0.071 0.296 -1.38
C -2.942 -0.980 -4.004 -0.898 -0.390 -0.911 -0.12
C -3.120 0.281 -3.488 0.165 0.159 0.268 -0.72
C -2.272 0.731 -2.488 0.056 -0.074 0.030 -0.23
S -4.025 -1.582 -5.345 0.692 0.408 0.675 1.29
O -4.415 -2.909 -4.901 -0.069 -0.091 -0.170 -0.69
O -5.102 -0.609 -5.402 -0.122 0.003 -0.111 -0.72
O -3.103 -1.548 -6.470 -0.197 -0.166 -0.279 -0.69
H -0.923 0.810 -0.228 0.113 -0.296 -0.211 -0.65
H 0.276 1.036 -1.307 -0.114 -0.060 0.079 0.55
H -0.298 -2.007 -2.177 -0.056 -0.055 -0.019 0.41
H -1.846 -2.790 -4.002 0.081 -0.164 0.007 0.39
H -3.927 0.882 -3.876 -0.116 0.126 -0.007 0.55
H -2.404 1.716 -2.062 0.017 0.099 0.104 0.37
F -1.191 -3.277 0.106 -0.112 -0.537 0.248 -0.48
C -1.015 -2.009 0.616 0.362 0.746 -1.560 -0.09
F 1.450 -2.777 0.065 1.155 -1.710 0.275 -0.86
H -1.843 -1.418 0.190 0.074 -0.011 0.232 0.37



# 3
12
Properties=species:S:1:pos:R:3:forces:R:3:mulliken_charge:R:1 method="wB97M-V/def2-TZVPD" homo_ha=-0.574 lumo_ev=-5.29 charge=+1 orbital_gap_ev=10.33
C -0.219 -0.632 0.118 1.812 0.975 0.478 -0.02
N 0.095 0.147 1.089 -1.318 0.693 -0.172 -0.16
H 0.651 -1.167 -0.280 -0.705 0.073 -0.874 0.28
H -1.224 -0.525 -0.276 -0.213 -1.072 0.365 0.29
H -0.665 0.625 1.565 -0.087 0.540 -0.301 0.34
H 0.966 0.664 1.182 0.683 -1.221 0.430 0.29
H -1.301 3.042 0.473 0.215 0.319 -0.205 0.32
H -2.463 2.435 1.228 0.291 -0.161 -0.248 0.34
O -1.642 2.196 0.762 -0.723 -0.050 0.519 -0.65
H 2.346 -1.893 -2.491 0.180 0.371 -0.201 0.31
H 1.692 -2.931 -1.636 -0.056 0.551 0.085 0.33
O 1.763 -1.961 -1.733 -0.078 -1.018 0.123 -0.66



# 4
89
Properties=species:S:1:pos:R:3:forces:R:3:mulliken_charge:R:1 method="wB97M-V/def2-TZVPD" homo_ha="-0.499 / -0.493" spin_multiplicity=2 lumo_ev="-6.60 / -6.22" charge=+2 orbital_gap_ev="6.96 / 7.21"
P -3.265 -3.467 0.212 -0.491 0.179 0.784 1.67
C -4.864 -3.126 0.969 -0.609 0.444 0.149 0.53
C -6.096 -3.394 0.329 0.414 -0.065 0.289 0.07
H -6.100 -3.785 -0.689 -0.083 0.073 0.269 0.37
C -7.295 -3.191 1.015 0.030 0.029 0.045 -0.71
H -8.248 -3.438 0.523 0.558 0.201 0.318 0.42
C -7.275 -2.689 2.323 0.325 -0.019 -0.032 -0.47
H -8.215 -2.536 2.859 0.352 -0.042 -0.188 0.41
C -6.054 -2.379 2.951 -0.167 -0.103 -0.183 -0.79
H -6.047 -1.985 3.975 0.002 -0.159 -0.515 0.41
C -4.854 -2.589 2.270 -0.166 -0.133 -0.143 -0.70
H -3.894 -2.351 2.738 -0.335 -0.061 0.025 0.39
C -3.614 -3.796 -1.547 0.430 0.375 -0.543 0.10
C -4.109 -2.726 -2.327 0.149 -0.326 -0.233 -0.32
H -4.371 -1.782 -1.845 0.103 -0.238 -0.146 0.68
C -4.274 -2.878 -3.710 -0.102 0.007 0.418 -0.83
H -4.632 -2.031 -4.311 0.118 -0.473 0.289 0.46
C -4.016 -4.119 -4.305 0.098 -0.083 -0.035 -0.64
H -4.189 -4.253 -5.378 0.076 0.064 0.412 0.44
C -3.554 -5.197 -3.541 0.007 0.111 0.228 -0.83
H -3.381 -6.181 -4.000 -0.079 0.556 0.195 0.45
C -3.320 -5.029 -2.169 -0.215 0.291 0.110 -0.50
H -2.960 -5.868 -1.570 -0.060 0.213 -0.171 0.43
C -2.679 -5.030 0.945 0.577 -0.215 0.439 0.21
C -3.580 -6.055 1.305 0.137 0.086 -0.124 -0.41
H -4.642 -5.933 1.090 0.229 -0.066 0.123 0.48
C -3.116 -7.224 1.922 0.079 0.360 -0.205 -0.71
H -3.830 -8.022 2.171 0.445 0.440 -0.085 0.42
C -1.750 -7.358 2.210 0.055 0.113 -0.059 -0.61
H -1.391 -8.268 2.701 -0.125 0.383 -0.182 0.40
C -0.842 -6.341 1.875 -0.353 -0.030 -0.179 -0.80
H 0.226 -6.447 2.101 -0.522 0.021 -0.085 0.45
C -1.308 -5.185 1.234 -0.213 -0.152 0.124 0.81
H -0.612 -4.389 0.963 -0.172 -0.267 0.199 -0.65
V -0.255 -0.216 0.106 1.706 1.651 -0.641 -1.99
C 1.037 -0.833 -1.555 -0.381 -0.765 -0.336 -1.47
C 0.627 -1.878 -2.328 0.340 0.292 0.339 0.82
H 1.965 -0.310 -1.819 -0.300 -0.140 -0.095 0.53
C -0.591 -2.625 -1.838 -0.544 -0.663 -0.199 1.88
O -0.176 -3.969 -1.479 -1.060 0.320 0.076 -0.75
H -0.957 -4.455 -1.131 0.655 0.247 -0.467 0.16
C -1.065 -1.853 -0.665 -0.134 2.599 2.940 -0.04
H -1.412 -2.647 -2.591 0.421 -0.156 0.310 -0.37
C -1.796 -1.696 0.443 -1.681 -5.525 -3.805 -0.37
Cl -1.184 0.909 1.921 -0.267 0.095 0.300 -0.29
P 1.489 -0.989 1.565 0.911 0.127 0.640 1.41
P -1.489 1.365 -1.320 0.116 0.743 -0.428 1.43
C 1.930 0.075 2.987 -0.122 0.006 0.042 -1.31
H 1.025 0.310 3.560 0.218 -0.055 -0.124 0.42
H 2.380 1.016 2.653 -0.100 -0.199 0.075 0.38
H 2.645 -0.459 3.628 -0.156 0.133 -0.189 0.49
C 0.993 -2.529 2.379 -0.030 -0.309 0.187 -1.39
H 1.139 -3.369 1.691 -0.028 0.147 0.146 0.27
H -0.067 -2.471 2.652 0.232 -0.072 0.095 0.31
H 1.603 -2.681 3.280 -0.206 -0.085 -0.213 0.60
C 3.121 -1.408 0.861 -0.019 -0.113 -0.100 -1.24
H 3.558 -0.545 0.345 -0.067 -0.160 0.156 0.36
H 2.998 -2.218 0.133 0.053 0.137 0.152 0.21
H 3.800 -1.735 1.663 -0.184 0.102 -0.247 0.48
C -1.456 3.150 -0.934 0.054 0.067 0.186 -1.35
H -0.567 3.630 -1.355 -0.205 -0.174 0.105 0.38
H -1.453 3.285 0.153 -0.041 0.004 -0.180 0.35
H -2.358 3.617 -1.349 0.235 -0.086 0.070 0.51
C -1.190 1.330 -3.118 -0.090 -0.091 -0.175 -1.12
H -1.380 0.317 -3.494 0.001 0.151 0.024 0.12
H -0.147 1.591 -3.329 -0.252 -0.024 0.103 0.29
H -1.859 2.038 -3.627 0.171 -0.184 0.111 0.50
C -3.267 1.007 -1.184 -0.201 -0.100 0.005 -1.09
H -3.509 0.775 -0.141 -0.068 0.129 -0.171 0.33
H -3.521 0.147 -1.813 0.028 0.179 0.108 -0.02
H -3.835 1.888 -1.511 0.022 -0.328 0.081 0.64
P 1.393 -2.604 -3.813 -1.264 0.828 2.355 1.32
C 2.485 -1.386 -4.487 0.346 -0.081 -0.623 -1.22
C -0.002 -2.988 -4.870 0.182 -0.135 -0.642 -1.14
H 3.272 -1.144 -3.761 -0.194 -0.090 -0.193 0.41
H 1.929 -0.478 -4.754 0.124 -0.268 0.098 0.39
H 2.927 -1.832 -5.387 0.152 0.334 0.089 0.45
H -0.662 -3.730 -4.402 0.309 0.126 -0.055 0.23
H 0.391 -3.393 -5.809 -0.277 0.009 0.016 0.54
H -0.580 -2.078 -5.079 0.228 -0.169 0.036 0.36
C 2.207 -4.091 -3.261 0.456 -0.339 -0.524 -1.30
H 2.922 -3.845 -2.466 -0.135 0.009 -0.252 0.39
H 2.730 -4.529 -4.118 0.050 -0.170 0.241 0.50
H 1.460 -4.785 -2.859 0.189 0.242 -0.194 0.35
H -2.062 -1.107 1.317 0.301 0.287 -0.229 0.39
Cl 1.730 2.248 -1.436 0.028 -0.168 -0.159 -0.17
C 1.233 1.393 0.076 0.353 0.480 0.032 -1.22
H 2.215 1.166 0.514 -0.409 -0.038 -0.099 0.51
H 0.792 2.186 0.691 0.041 -0.270 -0.085 0.56